(1)
Computed, not measured: a gas-phase ion, C9H17N2O (charge +1) at a distorted geometry, with wB97M-V/def2-TZVPD.

Summary:
net charge = +1
electronic energy = -14624.94176 eV
orbital gap = 8.3820 eV

Each line ends with the Mulliken charge.
Atoms and positions in Å:
C1 1.84 -0.50 -3.45  -1.1425
C2 1.76 -0.68 -1.92  -0.2731
C3 0.90 0.43 -1.21  -1.1431
N1 0.38 -0.04 0.02  0.1965
C4 -0.71 -0.69 -0.12  1.1805
N2 -1.17 -1.39 -1.12  0.0507
O1 -2.05 -1.21 -1.95  -0.2912
C5 -1.61 -1.02 1.04  -1.4481
C6 -2.08 0.28 1.66  -0.5975
C7 -1.06 0.95 2.62  -0.7846
C8 0.16 1.41 1.91  -0.5564
C9 0.94 0.28 1.32  -0.6888
H1 0.78 -0.54 -3.84  0.2718
H2 2.46 0.43 -3.52  0.3280
H3 2.31 -1.37 -3.92  0.3631
H4 2.79 -0.87 -1.48  0.3358
H5 0.99 -1.43 -1.69  0.3605
H6 1.62 1.26 -1.05  0.5110
H7 0.06 0.68 -1.91  0.4116
H8 -2.46 -1.50 0.68  0.3804
H9 -1.17 -1.59 1.74  0.4564
H10 -2.40 0.93 0.88  0.4370
H11 -3.03 0.08 2.12  0.3819
H12 -1.58 1.82 3.09  0.3850
H13 -0.80 0.32 3.42  0.3409
H14 -0.20 2.09 0.98  0.2806
H15 0.71 2.05 2.53  0.4322
H16 2.02 0.52 1.25  0.4193
H17 0.61 -0.66 1.91  0.4022

(2)
Computed, not measured: 2 unconnected molecules or ions with the total composition C7H16NO at a distorted geometry, with wB97M-V/def2-TZVPD.

Summary:
net charge = +1
electronic energy = -11045.14805 eV
orbital gap (alpha / beta) = 8.0846 / 8.0840 eV

Each line ends with the Mulliken charge.
Atoms and positions in Å:
C1 0.34 0.60 -0.88  0.5827
C2 -1.49 -0.97 -0.15  -0.0812
C3 -0.38 1.73 -1.65  -1.3873
C4 2.50 1.84 -0.24  -1.1299
C5 -0.98 -2.86 1.63  -1.0978
C6 1.22 1.00 0.28  -0.6719
C7 -1.24 -1.37 1.29  -0.6312
N1 0.34 -0.62 -1.29  -0.1027
O1 -2.17 0.10 -0.23  -0.2131
H1 -0.52 2.56 -1.06  0.4040
H2 -1.33 1.27 -2.07  0.4130
H3 0.23 1.81 -2.63  0.4105
H4 3.25 1.11 -0.49  0.3351
H5 2.85 2.44 0.68  0.3465
H6 2.10 2.43 -1.08  0.3753
H7 -1.04 -2.86 2.75  0.3335
H8 -0.03 -3.07 1.15  0.2838
H9 -1.81 -3.48 1.26  0.3006
H10 0.66 1.79 0.85  0.3539
H11 1.55 0.23 0.94  0.4571
H12 -0.37 -0.81 1.54  0.2667
H13 -2.03 -0.99 1.89  0.5492
H14 -0.20 -0.99 -2.16  0.3797
H15 0.78 -1.47 -0.99  0.2416
H16 -2.23 0.58 0.67  0.2822

(3)
Computed, not measured: a molecular structure, C18H42N2O8S2 at a distorted geometry, with wB97M-V/def2-TZVPD.

Summary:
net charge = 0
electronic energy = -60358.11213 eV
orbital gap = 7.2321 eV

Each line ends with the Mulliken charge.
Atoms and positions in Å:
C1 26.04 14.68 -31.24  -1.2008
S1 25.62 15.10 -29.50  1.0278
O1 26.98 15.33 -28.79  -0.6798
C2 24.82 16.70 -29.75  -1.0329
H1 26.50 15.57 -31.65  0.3880
H2 25.07 14.72 -31.74  0.4099
H3 26.56 13.72 -31.27  0.3361
H4 25.55 17.49 -29.95  0.3476
H5 24.34 16.77 -28.77  0.2029
H6 24.13 16.67 -30.59  0.4681
C3 25.34 9.81 -28.42  0.4211
S2 26.45 8.65 -27.47  0.3635
O2 27.44 8.14 -28.55  -0.6337
C4 27.29 9.94 -26.49  -0.5737
H7 24.64 9.17 -28.95  0.4509
H8 25.84 10.38 -29.20  0.4922
H9 24.79 10.58 -27.87  -0.9462
H10 28.09 9.59 -25.83  0.4512
H11 26.58 10.63 -26.02  0.0477
H12 27.78 10.56 -27.24  0.2014
C5 23.49 14.52 -23.04  -0.1013
O3 24.24 14.61 -23.94  -0.1809
N1 22.36 13.79 -23.12  0.3112
C6 21.50 13.58 -21.99  -0.9915
C7 21.96 13.26 -24.42  -1.4182
H13 23.59 15.01 -22.06  0.4228
H14 22.06 13.52 -21.05  0.4047
H15 20.96 12.66 -22.20  0.3241
H16 20.84 14.42 -21.76  0.3332
H17 20.93 13.62 -24.43  0.9095
H18 22.35 13.71 -25.32  0.4309
H19 22.04 12.18 -24.55  0.4381
C8 24.49 12.83 -26.48  -0.0924
O4 24.12 12.15 -27.48  -0.7862
N2 25.59 13.60 -26.45  0.7664
C9 25.77 14.67 -25.57  -0.3850
C10 26.52 13.59 -27.50  -0.9621
H20 23.89 13.05 -25.58  0.2983
H21 24.95 14.75 -24.85  0.0101
H22 25.38 15.53 -26.12  0.1231
H23 26.77 14.75 -25.14  0.1677
H24 26.45 12.61 -27.97  0.3494
H25 26.33 14.53 -28.02  0.1385
H26 27.54 13.72 -27.13  0.0946
O5 24.96 19.58 -24.71  -0.6060
C11 25.85 18.72 -24.55  0.8023
O6 25.83 17.52 -25.13  -0.3964
C12 24.74 17.05 -25.90  -0.7207
C13 23.62 16.36 -25.10  -1.7840
C14 26.99 19.06 -23.65  -1.0500
H27 25.26 16.46 -26.66  0.1894
H28 24.23 17.86 -26.42  0.5612
H29 23.11 17.07 -24.44  0.6699
H30 24.06 15.72 -24.34  0.3792
H31 22.89 15.70 -25.57  0.2565
H32 27.81 19.60 -24.11  0.2650
H33 27.26 18.08 -23.27  0.3016
H34 26.67 19.77 -22.88  0.3230
O7 20.58 13.42 -26.11  -0.6071
C15 20.17 12.56 -26.93  0.7549
O8 20.98 11.70 -27.59  -0.3202
C16 22.34 11.44 -27.31  1.1443
C17 22.72 10.02 -27.72  -1.8519
C18 18.75 12.37 -27.24  -1.2624
H35 22.54 11.66 -26.26  -0.4406
H36 23.03 12.13 -27.80  -0.1469
H37 22.64 10.03 -28.80  0.3845
H38 22.08 9.18 -27.44  0.4184
H39 23.70 9.58 -27.51  0.5903
H40 18.15 13.14 -27.73  0.3208
H41 18.13 12.39 -26.35  0.3560
H42 18.54 11.35 -27.60  0.3225

(4)
Computed, not measured: 2 unconnected molecules or ions with the total composition C12H17N at a distorted geometry, with wB97M-V/def2-TZVPD.

Summary:
net charge = 0
electronic energy = -14209.79209 eV
orbital gap = 8.7226 eV

Each line ends with the Mulliken charge.
Atoms and positions in Å:
C1 0.70 0.31 3.35  -1.3844
C2 1.20 -0.13 2.00  -0.0092
C3 0.17 -0.85 1.20  0.3778
C4 -1.06 -1.33 1.52  -0.8169
N1 -1.65 -1.92 0.43  0.0028
C5 -0.82 -1.80 -0.66  -0.3159
C6 -0.94 -2.34 -1.94  -1.0112
C7 0.14 -2.12 -2.78  -0.3703
C8 1.30 -1.46 -2.34  -0.7233
C9 1.43 -0.99 -1.05  -0.3035
C10 0.33 -1.16 -0.20  0.9591
H1 0.09 -0.49 3.79  0.2760
H2 -0.09 1.05 3.23  0.3243
H3 1.46 0.59 4.07  0.3841
H4 1.54 0.75 1.43  0.2447
H5 2.14 -0.70 2.05  0.3552
H6 -1.53 -1.40 2.49  0.3538
H7 -2.54 -2.38 0.50  0.1766
H8 -1.79 -2.88 -2.35  0.3797
H9 0.12 -2.46 -3.81  0.3756
H10 2.12 -1.31 -3.05  0.3666
H11 2.40 -0.67 -0.70  0.3480
C11 -0.65 3.73 -0.96  -1.0316
C12 -0.54 2.21 -0.84  -0.3733
H12 -1.66 4.08 -1.12  0.3078
H13 -0.41 4.23 -0.02  0.2931
H14 -0.12 4.08 -1.84  0.2868
H15 -1.44 1.66 -0.59  0.3201
H16 -0.08 1.80 -1.73  0.2889
H17 0.17 1.91 -0.07  -0.0814

(5)
Computed, not measured: a molecular structure, C43H51BN8O6SY, with wB97M-V/def2-TZVPD.

Summary:
net charge = +1
electronic energy = -82179.64192 eV
orbital gap = 6.8906 eV

Each line ends with the Mulliken charge.
Atoms and positions in Å:
Y1 1.03 1.42 -0.02  -0.8042
O1 -4.52 -3.40 -0.05  -0.4935
C1 -4.43 -2.83 -1.28  0.5270
O2 -4.88 -3.38 -2.24  -0.5609
C2 -3.69 -1.53 -1.34  0.2110
C3 -3.11 -1.18 -2.56  -1.0273
C4 -2.30 -0.06 -2.65  -0.2993
C5 -2.05 0.71 -1.51  -0.6449
C6 -2.70 0.42 -0.32  -0.1939
C7 -3.52 -0.69 -0.24  -0.8064
N1 -1.04 1.71 -1.54  1.1623
C8 -1.17 2.75 -2.24  -0.7007
C9 -0.14 3.79 -2.22  0.4663
C10 -0.33 4.97 -2.92  -1.0084
C11 0.64 5.96 -2.83  -0.5248
C12 1.75 5.73 -2.04  -1.0877
C13 1.86 4.52 -1.37  -0.5282
N2 0.93 3.57 -1.45  0.9492
H1 -4.03 -2.87 0.59  -0.0450
H2 -3.29 -1.81 -3.42  0.5219
H3 -1.80 0.18 -3.58  0.4751
H4 -2.52 1.05 0.54  0.3317
H5 -4.03 -0.90 0.70  0.8236
H6 -2.06 2.91 -2.86  0.4490
H7 -1.21 5.10 -3.53  0.5169
H8 0.52 6.89 -3.37  0.4604
H9 2.53 6.47 -1.93  0.4800
H10 2.72 4.30 -0.76  0.4224
C14 3.73 3.03 3.64  -1.8192
C15 3.20 2.41 2.39  0.3134
N3 2.47 3.00 1.51  0.3189
O3 2.10 4.31 1.69  -0.3032
C16 3.51 0.98 2.12  0.1530
C17 4.40 0.16 2.98  -1.8747
N4 2.88 0.51 1.09  1.3643
O4 3.01 -0.73 0.71  -1.1054
H11 3.49 4.08 3.77  0.4751
H12 4.82 2.94 3.66  0.3532
H13 3.35 2.48 4.51  0.3355
H14 2.27 4.58 2.60  0.2782
H15 5.23 0.73 3.40  0.4626
H16 4.81 -0.65 2.37  0.3905
H17 3.85 -0.30 3.80  0.2696
C18 -2.13 -4.81 2.84  -1.9293
C19 -2.09 -3.45 3.54  2.0328
C20 -3.53 -2.94 3.73  -1.2258
C21 -1.43 -3.63 4.92  -1.8107
C22 -1.32 -2.41 2.73  0.0356
C23 -0.97 -1.19 3.30  -1.6377
C24 -0.32 -0.24 2.54  -0.8720
N5 0.02 -0.45 1.26  1.3653
C25 -0.29 -1.61 0.70  0.1727
C26 -0.98 -2.60 1.40  0.4416
C27 0.09 -1.80 -0.73  -0.8248
C28 -0.07 -3.02 -1.36  -0.1793
C29 0.22 -3.18 -2.72  -0.0534
C30 0.71 -2.06 -3.37  -1.0273
C31 0.88 -0.87 -2.67  -1.5697
N6 0.57 -0.72 -1.39  1.7080
C32 -0.05 -4.51 -3.40  1.9879
C33 0.67 -5.64 -2.64  -1.7025
C34 -1.56 -4.75 -3.38  -1.4134
C35 0.44 -4.51 -4.85  -2.1504
H18 -2.62 -5.54 3.49  0.4626
H19 -1.12 -5.18 2.63  0.4462
H20 -2.69 -4.79 1.90  0.2641
H21 -4.09 -3.65 4.35  0.4807
H22 -4.05 -2.85 2.78  0.0028
H23 -3.54 -1.97 4.23  0.3315
H24 -1.94 -4.43 5.46  0.4938
H25 -1.50 -2.73 5.53  0.3031
H26 -0.38 -3.90 4.81  0.3927
H27 -1.21 -0.95 4.33  0.4516
H28 -0.07 0.72 2.96  0.5319
H29 -1.23 -3.52 0.91  0.4368
H30 -0.43 -3.86 -0.80  0.5615
H31 0.97 -2.09 -4.42  0.5622
H32 1.27 0.00 -3.17  0.5673
H33 0.31 -5.73 -1.61  0.3054
H34 1.75 -5.47 -2.61  0.3908
H35 0.48 -6.59 -3.14  0.4694
H36 -1.95 -4.82 -2.36  0.2908
H37 -1.80 -5.69 -3.89  0.5211
H38 -2.10 -3.95 -3.89  0.1950
H39 1.51 -4.30 -4.91  0.4482
H40 -0.10 -3.79 -5.46  0.3806
H41 0.27 -5.50 -5.28  0.4283
O5 -1.22 2.82 2.67  -0.1776
B1 -0.67 2.91 1.37  1.3984
O6 -1.20 4.09 0.78  0.0433
C36 -2.01 4.69 1.72  0.6530
C37 -2.73 5.86 1.62  -1.0731
C38 -3.48 6.23 2.73  -0.6444
C39 -3.50 5.46 3.89  -0.5178
C40 -2.76 4.27 3.97  -1.3005
C41 -2.02 3.92 2.86  0.6283
H42 -2.71 6.46 0.72  0.5278
H43 -4.06 7.14 2.70  0.4051
H44 -4.09 5.77 4.73  0.4091
H45 -2.77 3.66 4.86  0.5111
C42 5.58 1.98 -4.02  -0.8228
N7 5.58 0.91 -3.04  -0.2536
C43 4.59 0.65 -2.18  0.6219
N8 4.74 -0.38 -1.35  -0.2773
S1 3.19 1.62 -2.18  -0.3200
H46 6.58 2.07 -4.42  0.3483
H47 5.30 2.92 -3.55  0.2632
H48 4.88 1.78 -4.83  0.2730
H49 6.37 0.28 -3.04  0.2430
H50 5.56 -0.96 -1.40  0.1940
H51 4.01 -0.59 -0.64  0.1180

How do the records compare in ΔE to the lowest compared entry with this formula, charge and spin? In the order shown, they have 113.7; 108.4; 353.4; 12.6; 53.9 kcal per mole.